No. 1
Formula: C4H11S2
Source: the Open Molecules 2025 dataset
Level of theory: ωB97M-V/def2-TZVPD

The geometry in XYZ format:
```
17
C4H11S2 (ωB97M-V/def2-TZVPD)
S -1.5009 1.0499 -0.0336
S 1.1761 -2.4103 -0.5781
C -0.1918 3.2661 1.0438
C 0.4827 -1.5127 -2.0314
C -0.6524 1.8401 1.3639
C 0.9150 -1.1586 0.7146
H -0.1064 -1.1001 1.0551
H 0.2567 1.2715 1.6089
H -0.5866 -1.3721 -1.9305
H 0.5698 3.2480 0.2660
H 1.1966 -0.2044 0.2763
H -1.0266 3.8833 0.7151
H 1.0473 -0.5887 -2.0779
H 0.7967 -2.1634 -2.8411
H -1.2572 1.8711 2.2765
H 1.6286 -1.4167 1.4985
H 0.2213 3.7718 1.9299
```

The spin multiplicity is 1. Its max |F| is 0.0302 Eh/bohr. The calculation puts the total energy at -25997.5344 eV. Its HOMO energy is -0.0917 hartree. As for the total charge: -1.

These are the Mulliken partial charges, in e, on atoms 1 to 6: number 1, S, carries -0.6409; number 2, S, carries -0.1553; number 3, C, carries -1.1078; number 4, C, carries -0.7224; number 5, C, carries -0.3465; number 6, C, carries -0.7538

No. 2
Formula: C4H11S2
Source: the Open Molecules 2025 dataset
Level of theory: ωB97M-V/def2-TZVPD

The geometry in XYZ format:
```
17
C4H11S2 (ωB97M-V/def2-TZVPD)
S 1.5972 -0.4951 -1.7955
S -1.6417 0.0509 0.9940
C 0.7523 1.0809 -1.4008
C -1.8218 -0.6609 2.6759
C 0.2539 -1.6911 -1.5890
C 1.3539 1.7484 -0.1805
H -0.2613 -1.5949 -0.6317
H -1.1254 -0.1766 3.3635
H 0.9786 2.7615 -0.0358
H -1.6061 -1.7309 2.6738
H 0.7176 -2.6752 -1.6500
H -0.4504 -1.6049 -2.4138
H 0.8548 1.7072 -2.2868
H 1.0864 1.1714 0.7036
H 2.4450 1.7672 -0.2337
H -2.8346 -0.5052 3.0587
H -0.2984 0.8473 -1.2519
```

The spin multiplicity is 1. Its max |F| is 0.0085 Eh/bohr. The calculation puts the total energy at -25997.5894 eV. Its HOMO energy is -0.0896 hartree. As for the total charge: -1.

These are the Mulliken partial charges, in e, on atoms 1 to 6: number 1, S, carries -0.1743; number 2, S, carries -0.6001; number 3, C, carries -0.3658; number 4, C, carries -0.7816; number 5, C, carries -0.6655; number 6, C, carries -0.9243

No. 3
Formula: C4H11S2
Source: the Open Molecules 2025 dataset
Level of theory: ωB97M-V/def2-TZVPD

The geometry in XYZ format:
```
17
C4H11S2 (ωB97M-V/def2-TZVPD)
S 3.7940 0.0123 -0.2297
S -0.7990 -0.0919 0.8128
C -3.6213 -0.1449 0.4877
C 2.7796 -1.2449 0.4263
C 2.4233 1.1121 -0.9110
C -2.2261 0.4749 -0.0156
H 2.0706 1.6452 -0.0333
H 2.6322 -2.2195 -0.0823
H 1.5494 0.5392 -1.3760
H -2.3929 1.4413 0.0708
H 3.0865 -1.4598 1.4696
H -3.5706 -1.2530 0.6483
H -3.9784 0.1839 1.4716
H -2.1881 0.1877 -1.0551
H 3.0217 1.8238 -1.5768
H 1.7456 -0.9004 0.2804
H -4.3265 -0.1061 -0.3878
```

The spin multiplicity is 2. As for the expectation value of S²: 0.753. Its max |F| is 0.0961 Eh/bohr. The calculation puts the total energy at -25994.1901 eV. Its HOMO energy (alpha / beta) is -0.3042 / -0.3042 hartree.

These are the Mulliken partial charges, in e, on atoms 1 to 6: number 1, S, carries -0.1053; number 2, S, carries -0.1424; number 3, C, carries -1.0392; number 4, C, carries -0.2389; number 5, C, carries -0.7106; number 6, C, carries -0.4283

No. 4
Formula: C4H12
Source: the Open Molecules 2025 dataset
Level of theory: ωB97M-V/def2-TZVPD

The geometry in XYZ format:
```
16
C4H12 (ωB97M-V/def2-TZVPD)
C -0.5047 0.7570 -2.4433
C 0.4156 -0.7435 2.0128
C -1.7886 0.2694 -1.8068
C 1.8934 -0.3283 2.2053
H -2.6336 0.7026 -2.3648
H 2.5297 -0.6170 1.3735
H 0.0132 -1.3187 2.8529
H 2.3607 -0.8108 3.0661
H -1.9223 0.5982 -0.7724
H 1.9181 0.7384 2.4373
H 0.3662 0.1700 -2.1263
H -0.5145 0.6679 -3.5361
H -0.2416 1.7735 -2.1801
H -1.9420 -0.7987 -1.7832
H 0.2339 -1.2308 1.0600
H -0.1834 0.1707 2.0051
```

The spin multiplicity is 2. As for the expectation value of S²: 0.750. Its max |F| is 0.0237 Eh/bohr. The calculation puts the total energy at -4340.7592 eV. Its HOMO energy (alpha / beta) is 0.0576 / -0.2910 hartree. As for the total charge: -1.

These are the Mulliken partial charges, in e, on atoms 1 to 6: number 1, C, carries -2.0277; number 2, C, carries -1.6273; number 3, C, carries -2.0379; number 4, C, carries -1.6387; number 5, H, carries 0.7102; number 6, H, carries 0.5999

No. 5
Formula: C4H12
Source: the Open Molecules 2025 dataset
Level of theory: ωB97M-V/def2-TZVPD

The geometry in XYZ format:
```
16
C4H12 (ωB97M-V/def2-TZVPD)
C 0.7664 1.8843 0.7528
C -0.4618 -2.3314 -0.8885
C -0.9162 -2.3907 0.6158
C 0.5486 2.7905 -0.4471
H 1.4946 2.2243 1.4468
H 1.1002 0.8776 0.4701
H 0.7981 2.2314 -1.4052
H -1.2042 -1.6013 -1.3608
H -0.4355 3.2631 -0.5568
H 0.4674 -1.7490 -1.1709
H 1.3646 3.4680 -0.4074
H -0.6050 -1.3961 1.0694
H -0.4344 -3.2489 -1.4124
H -1.9702 -2.4376 0.9052
H -0.0824 1.6858 1.2979
H -0.4299 -3.2700 1.0913
```

The spin multiplicity is 2. As for the expectation value of S²: 0.750. Its max |F| is 0.0678 Eh/bohr. The calculation puts the total energy at -4340.1363 eV. Its HOMO energy (alpha / beta) is 0.0554 / -0.2617 hartree. As for the total charge: -1.

These are the Mulliken partial charges, in e, on atoms 1 to 6: number 1, C, carries -1.2852; number 2, C, carries -2.7847; number 3, C, carries -1.0541; number 4, C, carries -1.5156; number 5, H, carries 0.4350; number 6, H, carries 0.1387

No. 6
Formula: C4H12
Source: the Open Molecules 2025 dataset
Level of theory: ωB97M-V/def2-TZVPD

The geometry in XYZ format:
```
16
C4H12 (ωB97M-V/def2-TZVPD)
C -1.1712 -1.0876 -0.4062
C 2.2094 1.7464 0.5088
C 0.9687 1.2621 1.2000
C -2.1556 -1.8986 -1.3331
H -1.8274 -2.9370 -1.4036
H 0.9569 0.1793 1.3922
H -1.2250 -0.0443 -0.4192
H -1.1931 -1.4008 0.6815
H 2.8478 2.1716 1.2980
H -3.1662 -1.6798 -1.1084
H -0.1400 -1.4607 -0.6299
H 2.7159 0.8522 0.1555
H 2.3376 2.3514 -0.3671
H 0.0007 1.5120 0.6851
H -2.0596 -1.4450 -2.3564
H 0.9011 1.8786 2.1029
```

The spin multiplicity is 1. As for the SMILES: CC.CC. Its max |F| is 0.0762 Eh/bohr. The calculation puts the total energy at -4341.6277 eV. Its HOMO energy is -0.4185 hartree.

These are the Mulliken partial charges, in e, on atoms 1 to 6: number 1, C, carries -0.7806; number 2, C, carries -0.8371; number 3, C, carries -0.6827; number 4, C, carries -0.9782; number 5, H, carries 0.2894; number 6, H, carries 0.2221

No. 7
Formula: C4H12
Source: the Open Molecules 2025 dataset
Level of theory: ωB97M-V/def2-TZVPD

The geometry in XYZ format:
```
16
C4H12 (ωB97M-V/def2-TZVPD)
C 0.8790 -0.7036 -2.7872
C -1.6189 1.4005 1.6647
C -0.6160 0.9886 2.7205
C 1.2560 -1.6822 -1.6442
H -0.0867 0.0434 2.6306
H 1.3559 -2.7003 -2.0382
H 0.5018 -1.2662 -3.6312
H 0.5918 -1.9054 -0.8072
H -1.0913 1.8548 0.8271
H 0.2282 0.0583 -2.3574
H 2.2190 -1.3423 -1.2687
H 1.7421 -0.1300 -3.1177
H -0.9668 0.9337 3.7601
H -2.1355 0.5372 1.2345
H -2.3678 2.1087 2.0036
H 0.1092 1.8048 2.8107
```

The spin multiplicity is 1. As for the SMILES: CC.CC. Its max |F| is 0.0357 Eh/bohr. The calculation puts the total energy at -4342.0120 eV. Its HOMO energy is -0.4227 hartree.

These are the Mulliken partial charges, in e, on atoms 1 to 6: number 1, C, carries -0.7138; number 2, C, carries -0.7643; number 3, C, carries -0.8403; number 4, C, carries -0.8260; number 5, H, carries 0.2772; number 6, H, carries 0.2681

No. 8
Formula: C4H12
Source: the Open Molecules 2025 dataset
Level of theory: ωB97M-V/def2-TZVPD

The geometry in XYZ format:
```
16
C4H12 (ωB97M-V/def2-TZVPD)
C 0.5944 2.4251 -2.1050
C -0.2266 -1.5483 0.9676
C -0.4761 -2.1996 2.3310
C 0.0807 1.3601 -1.1539
H 0.3843 0.3851 -1.5616
H 0.1238 2.2940 -3.0854
H -0.0174 -1.7127 3.1906
H 0.5193 -0.7567 0.9529
H -0.9540 1.5401 -0.8939
H 1.6439 2.2536 -2.3468
H -1.1402 -1.3155 0.4295
H 0.1710 -2.2081 0.1800
H -1.5344 -2.3454 2.5220
H 0.6782 1.2743 -0.2387
H 0.0432 -3.1595 2.2983
H 0.3292 3.4130 -1.7333
```

The spin multiplicity is 1. As for the SMILES: CC.CC. Its max |F| is 0.0331 Eh/bohr. The calculation puts the total energy at -4341.9224 eV. Its HOMO energy is -0.4128 hartree.

These are the Mulliken partial charges, in e, on atoms 1 to 6: number 1, C, carries -1.0350; number 2, C, carries -0.7474; number 3, C, carries -0.8942; number 4, C, carries -0.7373; number 5, H, carries 0.2878; number 6, H, carries 0.2835

No. 9
Formula: C4H12
Source: the Open Molecules 2025 dataset
Level of theory: ωB97M-V/def2-TZVPD

The geometry in XYZ format:
```
16
C4H12 (ωB97M-V/def2-TZVPD)
C 0.7442 1.7849 0.9932
C -0.4396 -1.1772 -1.6157
C 1.4521 0.4790 1.5389
C -1.8151 -1.0517 -1.0115
H 0.3727 -0.6996 -1.0062
H 2.2412 0.8663 2.2437
H 0.5577 2.2822 1.9418
H 0.6368 -0.0889 2.3647
H 1.9483 -0.2056 0.8171
H -1.9699 -1.8985 -0.3500
H -2.5035 -0.9479 -1.7467
H 1.4771 2.3355 0.3886
H -0.0591 1.4914 0.3731
H -0.1202 -2.2671 -1.4861
H -1.8394 -0.1911 -0.2899
H -0.3911 -0.8863 -2.6799
```

The spin multiplicity is 1. As for the SMILES: CC.CC. Its max |F| is 0.0830 Eh/bohr. The calculation puts the total energy at -4341.2757 eV. Its HOMO energy is -0.4120 hartree.

These are the Mulliken partial charges, in e, on atoms 1 to 6: number 1, C, carries -0.7293; number 2, C, carries -0.5739; number 3, C, carries -0.8524; number 4, C, carries -0.7878; number 5, H, carries 0.0310; number 6, H, carries 0.3268

No. 10
Formula: C4H12
Source: the Open Molecules 2025 dataset
Level of theory: ωB97M-V/def2-TZVPD

The geometry in XYZ format:
```
16
C4H12 (ωB97M-V/def2-TZVPD)
C -0.3117 2.4674 1.6294
C 0.1684 1.0545 1.9805
C 0.3345 -2.1446 -2.4228
C -0.1299 -1.3906 -1.1733
H -0.4011 3.0806 2.5242
H -0.0292 -3.1604 -2.3102
H 0.4052 2.9314 0.9618
H -0.1749 -0.3077 -1.3025
H 0.7521 0.6471 1.1924
H 0.4197 -1.7384 -0.3078
H -1.1895 -1.5872 -0.9781
H 1.3870 -1.9773 -2.6517
H -0.1193 -1.7461 -3.3346
H 0.7559 1.0942 2.8958
H -1.2661 2.4675 1.0999
H -0.6011 0.3094 2.1969
```

The spin multiplicity is 1. As for the SMILES: CC.CC. Its max |F| is 0.0242 Eh/bohr. The calculation puts the total energy at -4342.2113 eV. Its HOMO energy is -0.4314 hartree.

These are the Mulliken partial charges, in e, on atoms 1 to 6: number 1, C, carries -0.8611; number 2, C, carries -0.7528; number 3, C, carries -0.9388; number 4, C, carries -0.7787; number 5, H, carries 0.3106; number 6, H, carries 0.2689